{"formula": "C35H72F6N5O21PbS2", "method": "wB97M-V/def2-TZVPD", "species": ["Pb", "C", "F", "F", "F", "S", "O", "O", "N", "S", "O", "O", "C", "F", "F", "F", "C", "O", "C", "C", "N", "C", "C", "O", "C", "H", "H", "H", "H", "H", "H", "H", "H", "H", "H", "H", "H", "H", "H", "H", "C", "O", "C", "C", "N", "C", "C", "O", "C", "H", "H", "H", "H", "H", "H", "H", "H", "H", "H", "H", "H", "H", "H", "H", "C", "O", "C", "C", "N", "C", "C", "O", "C", "H", "H", "H", "H", "H", "H", "H", "H", "H", "H", "H", "H", "H", "H", "H", "C", "O", "C", "C", "N", "C", "C", "O", "C", "H", "H", "H", "H", "H", "H", "H", "H", "H", "H", "H", "H", "H", "H", "H", "C", "C", "O", "C", "O", "O", "H", "H", "H", "H", "C", "C", "O", "C", "O", "O", "H", "H", "H", "H", "C", "C", "O", "C", "O", "O", "H", "H", "H", "H"], "positions_angstrom": [[-1.900271, 0.530312, 1.872890], [2.355053, 1.897721, 0.278318], [3.425740, 1.394782, -0.354363], [2.565062, 2.412422, 1.436821], [1.920481, 2.917678, -0.471290], [1.158839, 0.288402, 0.291321], [1.705107, -0.762530, -0.533482], [1.061182, -0.154676, 1.679917], [-0.381212, 0.998134, -0.124765], [-0.281406, 1.005157, -1.730388], [1.060064, 1.217869, -2.351136], [-1.147695, -0.040959, -2.290788], [-1.119896, 2.702288, -2.077521], [-0.386102, 3.714948, -1.509895], [-1.106876, 3.019430, -3.372903], [-2.406234, 2.623441, -1.712841], [1.052028, -4.216638, 4.741500], [0.119928, -3.294108, 4.396237], [-1.032364, -3.837949, 3.754691], [-1.793643, -2.586815, 3.436826], [-1.293507, -1.910454, 2.212683], [-1.512217, -2.622324, 0.940181], [-3.017516, -2.304396, 0.568407], [-2.912543, -0.920740, 0.109170], [-3.772120, -0.623600, -1.016818], [0.630597, -4.872227, 5.503537], [1.817924, -3.637462, 5.257317], [1.488724, -4.783099, 3.918994], [-1.685256, -4.497471, 4.326412], [-0.792375, -4.452369, 2.886939], [-1.777158, -1.929069, 4.305841], [-2.866379, -2.668196, 3.261577], [-0.300227, -1.960915, 2.388623], [-1.426254, -3.706740, 1.009086], [-0.905219, -2.353434, 0.075685], [-3.746537, -2.380668, 1.375137], [-3.286575, -3.052331, -0.177447], [-3.571695, -1.285912, -1.859004], [-3.486142, 0.371159, -1.358540], [-4.846303, -0.592233, -0.834510], [5.836691, 0.612454, 3.599213], [5.381722, -0.719657, 3.206244], [4.069370, -1.022663, 3.401239], [3.729188, -2.374522, 2.628698], [4.601361, -3.543108, 2.986993], [4.724317, -4.261998, 1.758453], [3.667487, -5.339648, 1.322783], [2.371894, -4.879589, 1.041277], [2.371887, -4.019218, -0.100631], [5.231104, 1.361806, 3.089483], [6.848533, 0.832947, 3.259118], [5.882052, 0.801950, 4.671657], [3.396576, -0.292347, 2.951692], [3.787996, -1.072126, 4.453131], [3.717566, -2.129261, 1.566709], [2.752088, -2.811461, 2.834758], [5.536751, -3.239861, 3.217609], [5.626830, -4.802394, 2.044010], [5.025224, -3.754978, 0.841669], [3.520860, -6.050965, 2.135571], [3.999974, -5.864926, 0.427440], [3.218595, -3.337059, -0.024047], [1.381604, -3.588327, -0.248180], [2.458399, -4.587317, -1.026845], [0.459924, -0.063870, 4.769336], [-0.091111, 0.897313, 3.839799], [0.437660, 2.216587, 3.902083], [-0.092459, 3.244629, 2.830148], [-1.513865, 3.083415, 2.689455], [-1.929016, 3.887682, 1.642507], [-3.388312, 3.559247, 1.283011], [-3.715223, 2.141700, 1.108367], [-5.216307, 1.990908, 1.065362], [1.068324, 0.424708, 5.530419], [0.927823, -0.903946, 4.256060], [-0.425502, -0.408694, 5.303397], [1.499363, 2.127871, 3.671851], [0.343820, 2.547517, 4.936386], [0.286546, 3.094756, 1.819221], [0.160816, 4.272447, 3.090044], [-2.019332, 3.359682, 3.519075], [-1.302675, 3.655168, 0.781269], [-1.927531, 4.957781, 1.849823], [-3.487935, 4.101349, 0.342643], [-4.079266, 4.117281, 1.914903], [-5.553977, 0.962093, 1.190335], [-5.431867, 2.225522, 0.022957], [-5.775694, 2.656607, 1.722645], [1.085110, -2.711819, -3.697712], [0.093016, -3.378043, -4.477220], [-0.571195, -2.635557, -5.538077], [-1.722059, -1.738700, -5.216959], [-2.916968, -2.505346, -4.922244], [-3.960231, -1.438527, -4.927778], [-5.306825, -1.931879, -4.296983], [-5.116909, -2.693621, -3.077434], [-6.357146, -3.017782, -2.367658], [0.968448, -1.915930, -2.962155], [1.757131, -2.153822, -4.349729], [1.782165, -3.383367, -3.196468], [-1.172642, -3.439124, -5.963114], [0.089342, -2.381558, -6.367094], [-1.871427, -1.273850, -6.191486], [-1.394973, -1.080697, -4.411884], [-2.811389, -2.706699, -3.938167], [-4.256836, -0.926058, -5.842930], [-3.781077, -0.624844, -4.224982], [-5.887844, -2.542945, -4.987720], [-5.937095, -1.063962, -4.103137], [-6.022207, -3.453393, -1.426291], [-7.007214, -3.814876, -2.728404], [-6.975348, -2.139949, -2.179676], [3.942511, 5.378805, 2.547785], [5.358940, 5.593064, 3.008823], [6.103859, 5.410919, 1.869607], [5.264596, 5.326102, 0.819920], [5.680652, 5.219664, -0.305692], [4.035952, 5.644781, 1.219969], [3.362310, 6.108438, 3.112672], [3.674041, 4.346982, 2.774392], [5.542142, 4.955457, 3.873689], [5.448092, 6.611581, 3.386677], [3.680594, 1.248494, -4.273695], [3.583396, 2.470944, -3.379027], [4.901143, 2.918522, -3.320247], [5.745587, 2.058455, -3.746106], [7.005017, 2.135809, -3.596080], [5.134001, 1.039204, -4.233184], [3.324471, 1.426138, -5.288452], [3.339391, 0.393873, -3.689487], [3.203470, 2.195213, -2.395286], [2.883111, 3.261724, -3.648040], [-4.693963, 3.580706, -3.185867], [-4.428208, 2.614843, -4.254571], [-5.540111, 1.691112, -4.109635], [-6.065925, 1.861970, -2.906602], [-6.987548, 1.079816, -2.379763], [-5.424805, 2.813331, -2.321406], [-5.184537, 4.493746, -3.523226], [-3.773558, 4.053332, -2.842980], [-3.502517, 2.079055, -4.044504], [-4.297210, 3.228348, -5.145947]], "atomic_forces_ev_per_a": [[-0.1, 0.1, 0.2], [-0.5, -0.7, -3.4], [0.1, 0.3, 1.4], [0.8, -0.6, 1.7], [-0.5, -0.7, 0.3], [-0.2, 0.2, 1.6], [-0.6, 1.2, -0.2], [-0.3, 1.1, -0.6], [3.6, -1.4, 0.5], [-0.6, 0.3, -4.4], [-2.8, -0.6, 1.9], [1.4, 1.9, 0.9], [1.3, 0.3, -0.8], [-1.6, -1.3, 0.4], [-0.1, -0.8, 0.1], [0.7, 0.5, 0.8], [1.3, -0.7, 1.7], [-1.7, 0.5, -1.3], [-0.5, 0.5, 0.1], [-1.9, 0.4, -1.4], [2.0, -0.5, 0.3], [-3.2, -0.6, 0.5], [2.3, 0.1, -0.5], [-1.5, -1.1, -0.3], [0.4, 0.8, -0.7], [0.2, -0.5, -0.1], [0.4, -0.2, -0.1], [-0.1, -0.1, -0.3], [0.4, 0.0, 0.9], [0.4, 0.2, -0.3], [0.5, 0.2, -0.1], [-0.1, -0.9, 0.2], [0.6, 0.7, -0.2], [0.1, -0.2, 0.4], [0.2, 0.7, 0.4], [0.2, 0.0, 0.2], [-0.4, 0.6, -0.6], [0.0, -0.3, 0.3], [0.0, 0.0, 0.2], [0.0, -0.4, 0.6], [-0.2, 0.0, -0.5], [2.3, 0.6, 0.0], [-1.8, -1.2, -0.3], [0.2, 0.9, 2.8], [-1.3, 3.4, -4.7], [2.1, -2.9, 1.3], [-1.6, -0.7, 0.4], [0.6, 1.2, 0.1], [-0.7, -0.9, -0.5], [-0.4, 0.0, 0.2], [0.0, -0.8, -0.3], [-0.6, -0.4, 0.2], [-0.2, 0.3, -0.2], [0.1, -0.2, 0.3], [0.5, -0.4, -0.2], [-0.7, 0.6, 0.2], [0.4, -0.1, 1.4], [0.0, -1.1, -1.0], [-0.4, 1.1, 0.2], [0.3, 0.0, 0.0], [0.8, 0.1, 0.1], [-0.3, 0.5, -0.2], [0.3, 0.5, 0.7], [0.6, -0.4, 0.0], [-1.2, 0.8, 0.2], [-0.6, 0.3, -0.5], [1.4, 0.4, -0.6], [0.0, -1.6, 1.5], [0.5, -0.8, 1.5], [-2.5, -0.2, -2.0], [0.2, 0.8, -1.3], [-1.2, 1.4, 1.3], [0.9, 0.1, -1.6], [0.4, 0.0, -0.3], [0.2, 0.3, 0.0], [0.2, -0.5, 0.1], [0.3, 0.1, 0.3], [-0.2, 0.5, -0.1], [0.5, -0.4, 0.2], [0.4, 0.0, 0.4], [0.0, -0.2, 0.5], [0.0, 0.3, -0.1], [0.3, 0.3, -0.1], [-0.5, -0.3, -0.5], [-0.2, -0.7, 0.6], [0.6, -0.1, 0.4], [-0.4, 0.2, 0.1], [0.5, 0.0, 0.2], [1.6, 0.7, -1.2], [0.0, 1.2, 1.2], [-0.3, -2.9, -0.2], [1.9, 0.0, -0.5], [-0.9, 2.4, 0.0], [-2.4, -1.1, 2.4], [-0.3, -0.8, -0.4], [-1.0, 0.2, -0.2], [1.1, 0.1, 0.3], [-1.9, 0.0, 0.4], [0.2, -0.1, -0.7], [-0.5, -0.8, -0.2], [0.4, -0.5, -0.4], [0.5, 0.7, 0.5], [-0.2, 0.8, 0.3], [-0.5, 0.7, -0.1], [-0.4, -0.7, 0.3], [0.6, -0.6, -0.5], [1.1, 0.4, 0.1], [0.2, -0.3, -0.2], [0.0, 0.3, 0.2], [0.1, 0.4, 0.2], [0.3, 0.1, -1.1], [0.1, 0.2, -0.1], [0.2, 0.1, 2.8], [-0.8, 1.0, 2.2], [1.1, -1.2, -0.1], [2.7, 1.4, -2.7], [-1.4, -0.4, 1.5], [-1.7, -0.3, -2.3], [-0.7, -0.3, -0.5], [-0.6, -0.1, -0.3], [0.8, -0.4, -0.4], [0.4, 0.2, -0.2], [1.2, 0.0, 1.1], [-1.4, -0.1, 0.6], [-0.9, 3.6, 1.4], [7.1, -0.1, 1.2], [-4.8, -0.2, -0.8], [-1.4, -2.5, -2.1], [0.1, -0.6, 0.1], [-0.8, -0.1, -1.0], [0.6, -0.1, 0.0], [0.4, 0.1, -0.7], [1.1, 2.3, -1.1], [0.9, -0.1, -0.5], [0.0, 0.0, -1.8], [-4.6, -5.6, 1.4], [5.1, 4.4, -2.6], [-0.7, 1.6, 4.5], [-1.1, -0.3, -0.1], [0.0, -0.8, 0.9], [-0.1, -0.3, -0.2], [-0.6, -1.1, -0.8]], "homo_lumo_gap_ev": [7.33, 2.65], "homo_energy_ev": [-12.620, -12.620], "charge": 2, "s2": 0.756, "multiplicity": 2}